# 1
The following is a quantum chemistry calculation of a single C5H5NO2 molecule, from OMol25.

Each atom is followed by the atoms it is bonded to, with distances in Å.
Positions of all 13 atoms, in Å:
1 C -2.6810 -0.0813 0.0185  C2 1.442, H9 1.089, H10 1.165, H11 1.107
2 C -1.2478 0.0691 0.0651  C1 1.442, C3 1.362, N8 1.365
3 C -0.5533 1.2351 -0.0440  C2 1.362, C4 1.478, H12 1.089
4 C 0.8779 0.8650 -0.0619  C3 1.478, O5 1.195, C6 1.637
5 O 1.9193 1.4409 0.0414  C4 1.195
6 C 0.8832 -0.7711 -0.0178  C4 1.637, O7 1.219, N8 1.312
7 O 1.8217 -1.5475 0.0336  C6 1.219
8 N -0.4085 -1.0006 -0.0546  C2 1.365, C6 1.312, H13 1.007
9 H -3.0196 0.6679 -0.6958  C1 1.089
10 H -3.0755 -1.1403 -0.2666  C1 1.165
11 H -3.0787 0.1304 1.0300  C1 1.107
12 H -0.8905 2.2687 0.0099  C3 1.089
13 H -0.6786 -1.9710 -0.0542  N8 1.007

Its structure (SMILES) is CC1=CC(=O)C(=O)N1. The gap between HOMO and LUMO comes out at 8.772 eV. The calculation puts the HOMO energy at -9.18 eV. The LUMO energy comes out at -0.41 eV. The calculation puts the energy relative to the best compared isomer or geometry (same formula, charge and spin) at 106.1 kJ/mol.

Atomic partial charges in e from the natural (NBO) method, atoms 1 to 8: -0.669, 0.281, -0.428, 0.461, -0.478, 0.592, -0.536, -0.614

---

# 2
The following is a quantum chemistry calculation of a 2-piece molecular cluster, C33H31N2O4 overall, from OMol25.

Each atom is followed by the atoms it is bonded to, with distances in Å.
Positions of all 70 atoms, in Å:
1 C 3.7654 2.2993 -1.5086  C2 1.505, H15 1.098, H16 1.097, H17 1.116
2 C 2.4780 2.9280 -1.0482  C1 1.505, O3 1.449, H18 1.097, H19 1.107
3 O 1.4596 2.0272 -1.5500  C2 1.449, C4 1.363
4 C 0.1961 2.4400 -1.2478  O3 1.363, C5 1.484, O14 1.223
5 C -0.8057 1.6404 -1.9951  C4 1.484, N6 1.282, H20 1.103
6 N -2.0421 1.9773 -1.9570  C5 1.282, C7 1.303
7 C -3.1354 1.3903 -2.3553  N6 1.303, C8 1.439, H21 1.106
8 C -4.3835 2.0903 -2.2054  C7 1.439, C9 1.425, C13 1.411
9 C -5.6603 1.4640 -2.2946  C8 1.425, C10 1.393, H22 1.100
10 C -6.7900 2.2317 -2.0184  C9 1.393, C11 1.410, H23 1.089
11 C -6.6913 3.6114 -1.7473  C10 1.410, C12 1.407, H24 1.094
12 C -5.4291 4.2303 -1.6954  C11 1.407, C13 1.395, H25 1.090
13 C -4.2806 3.4622 -1.8910  C8 1.411, C12 1.395, H26 1.094
14 O -0.0676 3.3460 -0.4702  C4 1.223
15 H 4.6193 2.8354 -1.0726  C1 1.098
16 H 3.8098 1.2447 -1.2112  C1 1.097
17 H 3.8105 2.3210 -2.6233  C1 1.116
18 H 2.4299 2.9441 0.0476  C2 1.097
19 H 2.3193 3.9375 -1.4741  C2 1.107
20 H -0.4164 0.8518 -2.6605  C5 1.103
21 H -3.1409 0.3570 -2.7511  C7 1.106
22 H -5.7086 0.3898 -2.5249  C9 1.100
23 H -7.7675 1.7522 -1.9988  C10 1.089
24 H -7.5896 4.2054 -1.5541  C11 1.094
25 H -5.3063 5.2961 -1.5027  C12 1.090
26 H -3.2755 3.8854 -1.8014  C13 1.094
27 C -4.8359 -3.8657 0.3794  C28 1.396, C32 1.416, H52 1.087
28 C -3.4566 -3.6687 0.2964  C27 1.396, C29 1.388, H53 1.090
29 C -2.9547 -2.4620 0.7636  C28 1.388, C30 1.401, C50 1.490
30 C -3.7764 -1.4774 1.3266  C29 1.401, C31 1.388, C33 1.495
31 C -5.1436 -1.6806 1.4522  C30 1.388, C32 1.399, H54 1.088
32 C -5.6686 -2.8843 0.9697  C27 1.416, C31 1.399, H55 1.089
33 C -2.9630 -0.2884 1.7251  C30 1.495, O34 1.223, C35 1.489
34 O -3.3587 0.7536 2.2275  C33 1.223
35 C -1.5643 -0.6444 1.3572  C33 1.489, C36 1.352, C50 1.493
36 C -0.5290 0.1661 1.6725  C35 1.352, C37 1.439, H56 1.085
37 C 0.8517 -0.1691 1.4465  C36 1.439, C38 1.414, C49 1.418
38 C 1.2646 -0.6815 0.1954  C37 1.414, C39 1.380, H57 1.089
39 C 2.5575 -1.1211 -0.0067  C38 1.380, C40 1.427, C44 1.497
40 C 3.4972 -1.0644 1.0654  C39 1.427, N41 1.363, C48 1.430
41 N 4.7793 -1.4726 0.8509  C40 1.363, C42 1.446, C45 1.442
42 C 5.2710 -1.7362 -0.4830  N41 1.446, C43 1.515, H58 1.104, H59 1.092
43 C 4.2397 -2.4056 -1.3690  C42 1.515, C44 1.522, H60 1.090, H61 1.093
44 C 2.9008 -1.6817 -1.3516  C39 1.497, C43 1.522, H62 1.100, H63 1.105
45 C 5.8420 -1.1870 1.7828  N41 1.442, C46 1.515, H64 1.094, H65 1.106
46 C 5.3691 -1.2369 3.2217  C45 1.515, C47 1.530, H66 1.095, H67 1.087
47 C 4.0594 -0.4906 3.4820  C46 1.530, C48 1.499, H68 1.099, H69 1.101
48 C 3.1066 -0.5134 2.3256  C40 1.430, C47 1.499, C49 1.387
49 C 1.8059 -0.0602 2.4895  C37 1.418, C48 1.387, H70 1.096
50 C -1.5303 -2.0267 0.7934  C29 1.490, C35 1.493, O51 1.226
51 O -0.5882 -2.7188 0.4227  C50 1.226
52 H -5.2651 -4.7835 -0.0144  C27 1.087
53 H -2.7658 -4.4036 -0.1169  C28 1.090
54 H -5.7488 -0.9038 1.9143  C31 1.088
55 H -6.7386 -3.0708 1.0489  C32 1.089
56 H -0.7547 1.0624 2.2401  C36 1.085
57 H 0.5421 -0.7641 -0.6153  C38 1.089
58 H 5.6404 -0.7972 -0.9321  C42 1.104
59 H 6.1372 -2.3936 -0.3800  C42 1.092
60 H 4.6274 -2.4466 -2.3867  C43 1.090
61 H 4.0970 -3.4350 -1.0321  C43 1.093
62 H 2.1123 -2.3840 -1.6597  C44 1.100
63 H 2.8846 -0.8742 -2.1050  C44 1.105
64 H 6.6185 -1.9421 1.6294  C45 1.094
65 H 6.3095 -0.2144 1.5398  C45 1.106
66 H 5.2386 -2.2843 3.5116  C46 1.095
67 H 6.1667 -0.8316 3.8395  C46 1.087
68 H 3.5897 -0.9407 4.3680  C47 1.099
69 H 4.2741 0.5518 3.7651  C47 1.101
70 H 1.4623 0.3137 3.4611  C49 1.096

The gap between HOMO and LUMO comes out at 4.203 eV. The calculation puts the HOMO energy at -2.35 eV. The LUMO energy comes out at 1.86 eV. The charge is -1.

Atomic partial charges in e from the natural (NBO) method, atoms 1 to 8: -0.622, -0.071, -0.549, 0.726, -0.289, -0.359, -0.162, -0.026

---

# 3
The following is a quantum chemistry calculation of a 4-piece molecular cluster, C4H14NO6 overall, from OMol25.

Each atom is followed by the atoms it is bonded to, with distances in Å.
Positions of all 25 atoms, in Å:
1 O -0.1448 0.7804 0.4769  C2 1.251
2 C 0.5283 0.6399 -0.5681  O1 1.251, C3 1.509, O8 1.472, H9 1.150
3 C 1.7577 -0.2320 -0.4993  C2 1.509, C4 1.530, N6 1.491, H10 1.122
4 C 1.8000 -0.7010 0.9560  C3 1.530, O5 1.418, H11 0.979, H12 1.139
5 O 2.4324 0.3053 1.7296  C4 1.418, H13 1.000
6 N 1.5269 -1.4984 -1.2528  C3 1.491, C7 1.505, H14 0.928
7 C 0.1451 -1.3911 -1.8393  N6 1.505, O8 1.405, H15 1.061, H16 1.142
8 O -0.1999 -0.0418 -1.6503  C2 1.472, C7 1.405
9 H 0.6786 1.6349 -1.1249  C2 1.150
10 H 2.7085 0.2677 -0.8228  C3 1.122
11 H 0.9382 -0.8999 1.3764  C4 0.979
12 H 2.4483 -1.6082 1.1898  C4 1.139
13 H 1.9399 1.1721 1.8013  O5 1.000
14 H 2.2302 -1.8235 -1.7644  N6 0.928
15 H -0.4070 -2.1875 -1.4083  C7 1.061
16 H 0.1603 -1.4339 -2.9806  C7 1.142
17 H -2.7901 -0.2368 -0.8399  O19 0.960
18 H -2.9215 -1.1479 0.4013  O19 1.003
19 O -3.3002 -0.9807 -0.5118  H17 0.960, H18 1.003
20 H -0.5395 2.4478 0.9073  O22 0.979
21 H -1.9380 2.6684 0.9071  O22 1.042
22 O -1.0822 3.2619 0.9336  H20 0.979, H21 1.042
23 H -1.2910 -0.2741 0.7898  O25 1.127
24 H -1.7457 -0.7311 2.2926  O25 0.931
25 O -2.1484 -0.4820 1.4906  H23 1.127, H24 0.931

The gap between HOMO and LUMO comes out at 8.663 eV. The calculation puts the HOMO energy at -5.06 eV. The LUMO energy comes out at 3.60 eV. The charge is -1. The calculation puts the energy relative to the best compared isomer or geometry (same formula, charge and spin) at 456.3 kJ/mol.

Atomic partial charges in e from the natural (NBO) method, atoms 1 to 8: -0.887, 0.397, -0.147, -0.024, -0.776, -0.677, 0.098, -0.593

---

# 4
The following is a quantum chemistry calculation of a 5-piece molecular cluster, C9H17Br8Cl3 overall, from OMol25.

Each atom is followed by the atoms it is bonded to, with distances in Å.
Positions of all 37 atoms, in Å:
1 Cl 0.1447 0.1044 2.9548  C2 1.746
2 C 0.4366 0.7365 1.3540  Cl1 1.746, Cl3 1.771, Cl4 1.777, H5 1.083
3 Cl 0.1425 -0.4848 0.1053  C2 1.771
4 Cl 2.0928 1.3625 1.2038  C2 1.777
5 H -0.2541 1.5468 1.1571  C2 1.083
6 Br 0.3843 -1.8833 -3.4272  C7 1.950
7 C -0.8592 -2.4264 -2.0265  Br6 1.950, C8 1.518, H10 1.086, H11 1.086
8 C -0.1216 -3.1140 -0.8918  C7 1.518, Br9 1.940, H12 1.086, H13 1.086
9 Br 0.4403 -4.9011 -1.3944  C8 1.940
10 H -1.5159 -3.1401 -2.5148  C7 1.086
11 H -1.4184 -1.5538 -1.7015  C7 1.086
12 H -0.7385 -3.2116 -0.0031  C8 1.086
13 H 0.7948 -2.5872 -0.6430  C8 1.086
14 Br -1.6165 0.5469 -5.1978  C15 1.920
15 C -2.4243 1.2265 -3.5944  Br14 1.920, C16 1.482, H18 1.090, H19 1.085
16 C -1.3461 1.5655 -2.6361  C15 1.482, Br17 1.935, H20 1.088, H21 1.087
17 Br -2.0859 2.0923 -0.9276  C16 1.935
18 H -3.0290 0.4028 -3.2154  C15 1.090
19 H -3.1241 2.0231 -3.8239  C15 1.085
20 H -0.7103 2.3692 -3.0002  C16 1.088
21 H -0.6987 0.7138 -2.4432  C16 1.087
22 Br -5.3108 -0.9018 1.4401  C23 1.934
23 C -4.5263 0.8377 1.7541  Br22 1.934, C24 1.510, H26 1.085, H27 1.083
24 C -3.5127 0.7200 2.8668  C23 1.510, Br25 1.952, H28 1.085, H29 1.082
25 Br -2.5062 2.3887 2.9753  C24 1.952
26 H -5.3535 1.4866 2.0235  C23 1.085
27 H -4.0870 1.1928 0.8299  C23 1.083
28 H -2.7891 -0.0572 2.6453  C24 1.085
29 H -3.9674 0.5870 3.8397  C24 1.082
30 Br 7.6532 -0.8604 0.6651  C31 1.938
31 C 5.9555 0.0620 0.8199  Br30 1.938, C32 1.498, H34 1.089, H35 1.086
32 C 5.6397 0.4833 2.2222  C31 1.498, Br33 1.923, H36 1.086, H37 1.089
33 Br 6.8217 1.8605 2.8569  C32 1.923
34 H 5.1757 -0.5968 0.4415  C31 1.089
35 H 6.0219 0.9103 0.1450  C31 1.086
36 H 5.6792 -0.3468 2.9206  C32 1.086
37 H 4.6127 0.8460 2.2201  C32 1.089

Its structure (SMILES) is ClC(Cl)Cl.BrCCBr.BrCCBr.BrCCBr.BrCCBr. The gap between HOMO and LUMO comes out at 10.258 eV. The calculation puts the HOMO energy at -10.02 eV. The LUMO energy comes out at 0.24 eV. The calculation puts the energy relative to the best compared isomer or geometry (same formula, charge and spin) at 26.9 kJ/mol.

Atomic partial charges in e from the natural (NBO) method, atoms 1 to 8: 0.037, -0.285, -0.005, 0.002, 0.248, -0.005, -0.461, -0.469